C35H41FN8O5S2Ti | ωB97M-V/def2-TZVPD

XYZ file:
```
93
C35H41FN8O5S2Ti, DFT ωB97M-V/def2-TZVPD
Ti 0.92 0.30 -0.70
O 3.71 5.64 -0.83
C 3.00 4.49 -0.94
C 3.19 3.61 -2.02
C 2.43 2.46 -2.02
N 1.61 2.22 -1.02
C 1.35 3.06 -0.03
C 2.04 4.25 0.05
C 0.08 2.62 0.73
O -0.47 3.39 1.49
O -0.38 1.47 0.30
C 2.23 1.40 -3.13
O 2.74 1.59 -4.22
O 1.42 0.47 -2.77
H 4.36 5.69 -1.54
H 3.86 3.84 -2.84
H 1.85 4.97 0.83
N 0.88 -3.66 -2.03
C -0.49 -3.66 -1.87
C -1.46 -4.58 -2.22
C -2.79 -4.29 -1.89
C -3.11 -3.12 -1.20
C -2.12 -2.20 -0.85
C -0.81 -2.46 -1.22
N 0.34 -1.71 -1.00
C 1.38 -2.48 -1.50
C 2.70 -2.06 -1.47
C 3.88 -2.69 -1.88
S 5.22 -1.65 -1.60
C 4.17 -0.46 -0.98
N 2.92 -0.78 -0.96
H 1.43 -4.37 -2.47
H -1.21 -5.50 -2.73
H -3.57 -5.00 -2.13
H -4.13 -2.95 -0.89
H -2.36 -1.33 -0.25
H 4.01 -3.68 -2.29
H 4.53 0.48 -0.59
C 0.41 0.25 5.81
C 1.33 -0.78 5.15
N 1.45 -0.57 3.72
C 2.22 0.34 3.27
S 2.40 0.68 1.56
N 3.00 1.15 4.10
C 4.13 1.96 3.66
C 5.39 1.15 3.38
H 0.30 0.05 6.88
H -0.58 0.20 5.35
H 0.79 1.26 5.67
H 0.91 -1.78 5.30
H 2.30 -0.81 5.67
H -0.74 -1.27 3.25
H 3.12 0.77 5.02
H 4.31 2.70 4.43
H 3.83 2.50 2.76
H 5.73 0.63 4.28
H 6.20 1.80 3.05
H 5.20 0.41 2.60
C -2.45 0.57 -4.44
C -1.48 0.08 -3.34
N -1.27 1.14 -2.36
C -0.91 2.38 -3.04
C -2.13 2.93 -3.81
N -3.13 1.81 -3.90
C -3.69 1.52 -2.54
C -2.49 1.37 -1.58
H -3.22 -0.15 -4.69
H -1.94 0.88 -5.36
H -0.52 -0.19 -3.77
H -1.90 -0.79 -2.84
H -0.08 2.17 -3.72
H -0.57 3.12 -2.31
H -1.89 3.24 -4.83
H -2.63 3.75 -3.30
H -3.88 2.08 -4.53
H -4.28 0.60 -2.63
H -4.35 2.34 -2.28
H -2.66 0.53 -0.90
H -2.36 2.25 -0.96
F -6.14 -4.15 2.56
C -4.96 -3.47 2.51
C -3.80 -4.18 2.29
C -2.60 -3.47 2.23
C -2.56 -2.09 2.39
C -1.26 -1.34 2.30
C -3.76 -1.42 2.62
C -4.97 -2.10 2.68
H -3.83 -5.25 2.16
H -1.68 -4.01 2.03
H -0.56 -1.84 1.62
H -1.40 -0.32 1.93
H -3.75 -0.35 2.75
H -5.91 -1.59 2.86
```

HOMO-LUMO gap (spin up / spin down)	3.67 / 5.77	eV
<S²>	2.03
energy above the lowest of the compared OMol25 structures with the same formula, charge and spin	51.6	kJ/mol
2S+1	3
max |F|	0.7	eV/Å